Version w
ORCA calculation (ωB97M-V with the def2-TZVPD basis set) on a single C4H6BrNS molecule.

## Properties
Molar mass (u): 180.1
Kohn-Sham gap (Ha): 0.3458
E_LUMO (eV): 0.39

ORCA input file:
```
! RIJCOSX wB97M-V def2-TZVPD def2/J DEFGRID3
* xyz 0 1
C -0.3076 -0.2966 -1.1464
C -0.7966 0.3927 0.0998
C 1.7022 0.6202 -0.6619
C -1.1448 -0.6158 1.2101
N 0.8720 -0.1573 -1.5288
S 0.6288 1.5904 0.4272
Br 2.9236 -0.6242 0.3354
H -0.9753 -1.0226 -1.6643
H -1.6168 1.2372 -0.0090
H 2.2872 1.4322 -1.2459
H -0.2932 -1.2298 1.5343
H -1.7539 -1.2728 0.6751
H -1.5256 -0.0538 1.9743
*
```

=====

Version x
ORCA calculation (ωB97M-V with the def2-TZVPD basis set) on 2 unconnected molecules or ions with the total composition C4H6BrNS.

## Properties
Molar mass (u): 180.1
Kohn-Sham gap (spin up / spin down) (Ha): 0.2172 / 0.2163
E_LUMO (spin up / spin down) (eV): -2.05 / -2.06

ORCA input file:
```
! RIJCOSX wB97M-V def2-TZVPD def2/J DEFGRID3
* xyz 0 1
C -0.5030 -1.0976 -1.0511
C -0.9885 -1.7511 0.1369
C 0.2901 0.4922 0.2951
C 0.3778 2.0023 0.4069
N 0.0976 -0.0080 -0.9244
S -0.2274 -0.6534 1.5036
Br 3.2394 -0.2174 0.1749
H -0.7922 -1.3942 -2.1048
H -2.0653 -1.7108 0.2372
H -0.6626 -2.8238 0.2271
H -0.0750 2.5611 1.3176
H -0.0632 2.3185 -0.4923
H 1.3723 2.2823 0.2732
*
```

=====

Least stable: version x

=====

Version w
ORCA calculation (ωB97M-V with the def2-TZVPD basis set) on a gas-phase ion, C5H6N5O2 (charge +1).

## Properties
Molar mass (u): 168.1
Kohn-Sham gap (spin up / spin down) (Ha): 0.3414 / 0.3415
E_LUMO (spin up / spin down) (eV): -4.16 / -4.16

ORCA input file:
```
! RIJCOSX wB97M-V def2-TZVPD def2/J DEFGRID3
* xyz 1 1
C 0.0432 2.1467 -2.0208
C 1.6426 0.4760 0.7056
C -0.0043 -1.4231 0.8777
C 0.4895 1.1943 -0.0417
C -0.7360 0.4514 -0.3080
N 0.8696 2.0614 -1.0338
N -1.0041 1.2816 -2.1640
N 1.0822 -0.7985 1.1950
N -0.9695 -0.8735 0.0490
N -0.3439 -2.5141 1.4365
O 2.8123 0.7068 0.7301
O -0.7899 1.4873 0.5943
H 0.2213 2.7834 -2.8506
H -1.9525 1.8074 -2.2710
H 1.5918 -1.4129 1.8837
H -1.7850 -1.3332 -0.2493
H 0.0604 -3.0734 2.3073
H -1.2279 -2.9678 1.1601
*
```

=====

Version x
ORCA calculation (ωB97M-V with the def2-TZVPD basis set) on 2 unconnected molecules or ions with the total composition C5H6N5O2.

## Properties
Molar mass (u): 168.1
Kohn-Sham gap (Ha): 0.3051
E_LUMO (eV): -3.36

ORCA input file:
```
! RIJCOSX wB97M-V def2-TZVPD def2/J DEFGRID3
* xyz 1 1
C -0.2611 3.0023 0.6416
C 2.4221 0.6069 0.8484
C 1.2762 -1.1316 -0.1469
C 1.0231 0.9451 0.5842
C -3.5939 -0.2162 -0.6490
N 0.3825 2.0350 0.7393
N -4.7766 -0.1060 -0.6830
N 2.4628 -0.6533 0.2986
N 0.3468 -0.2405 0.1010
N 1.1912 -2.2785 -0.7641
O 3.3758 1.2687 1.1657
O -2.4481 -0.4565 -0.4799
H -0.8329 3.8357 0.4963
H -5.6605 0.3139 -0.7490
H 3.3594 -1.2800 0.3947
H -0.5470 -0.0882 -0.1900
H 2.0720 -2.8478 -0.8258
H 0.2081 -2.7089 -0.7823
*
```

=====

Least stable: version w

=====

Version w
ORCA calculation (ωB97M-V with the def2-TZVPD basis set) on 7 unconnected molecules or ions with the total composition C7H28O7.

## Properties
Molar mass (u): 224.3
Kohn-Sham gap (Ha): 0.3856
E_LUMO (eV): 0.62

ORCA input file:
```
! RIJCOSX wB97M-V def2-TZVPD def2/J DEFGRID3
* xyz 0 1
C -4.1448 -0.0977 -0.4697
O -3.0605 0.8370 -0.5247
H -4.5552 -0.0864 0.5404
H -4.8565 0.2096 -1.2495
H -3.7229 -1.0641 -0.6520
H -2.4281 0.6534 0.2084
C 2.8733 -1.4504 1.1180
O 2.0202 -0.3174 0.7049
H 2.1600 -2.2887 1.1794
H 3.6002 -1.6065 0.3658
H 3.3372 -1.4690 2.0989
H 2.6039 0.5340 0.6257
C -1.1662 0.6715 2.4284
O -0.8135 0.7002 1.0431
H -0.4667 1.2041 3.0731
H -2.0525 1.2963 2.5151
H -1.2342 -0.3084 2.9030
H 0.1219 0.7191 0.9951
C 0.1635 3.1290 -1.9038
O 0.9139 3.0769 -0.7056
H 0.6229 3.7899 -2.6162
H -0.0078 2.1787 -2.3983
H -0.7973 3.6406 -1.7024
H 0.3635 2.6854 -0.0203
C 4.4217 2.7821 0.2329
O 3.0982 2.2686 0.4794
H 4.8509 2.3662 -0.6693
H 4.6141 3.8638 0.1442
H 4.9623 2.3181 1.1636
H 2.4628 2.7814 -0.0399
C -0.6109 -2.5071 -2.4438
O 0.6196 -2.5421 -1.7319
H -0.5936 -1.5796 -3.1219
H -0.5307 -3.2367 -3.2566
H -1.4855 -2.5176 -1.8440
H 0.6671 -1.8297 -1.1022
C -1.6819 -2.9625 0.9073
O -2.5657 -3.9772 0.2957
H -2.0566 -1.9206 0.9733
H -1.4615 -3.3734 1.8804
H -0.7682 -3.0393 0.2933
H -3.4167 -3.5319 0.2826
*
```

=====

Version x
ORCA calculation (ωB97M-V with the def2-TZVPD basis set) on 7 unconnected molecules or ions with the total composition C7H28O7.

## Properties
Molar mass (u): 224.3
Kohn-Sham gap (Ha): 0.3823
E_LUMO (eV): 0.16

ORCA input file:
```
! RIJCOSX wB97M-V def2-TZVPD def2/J DEFGRID3
* xyz 0 1
C 6.7900 46.3062 -5.7710
O 5.7516 46.6424 -6.6717
H 6.5353 45.9614 -4.7689
H 7.3673 45.4613 -6.1465
H 7.3911 47.2014 -5.6118
H 4.9935 46.9010 -6.1425
C 4.8361 44.0440 7.9701
O 5.5075 45.2771 7.7545
H 5.5124 43.5056 8.6340
H 3.8027 44.0492 8.3168
H 4.7892 43.5082 7.0220
H 6.2027 45.2235 7.0947
C -0.7796 47.3003 3.4785
O -0.8289 47.9975 4.7070
H -0.5061 47.9802 2.6717
H -0.0331 46.5106 3.5640
H -1.7711 46.8654 3.3525
H -0.0574 48.5555 4.8298
C 7.7889 46.9286 3.5381
O 8.2037 45.7096 4.0116
H 6.7580 46.9395 3.1841
H 7.8777 47.6730 4.3294
H 8.4074 47.2367 2.6952
H 8.9656 45.3731 3.5342
C 2.4489 37.6430 4.0713
O 2.9166 38.5901 3.1582
H 3.2469 37.3728 4.7629
H 1.5038 37.8847 4.5574
H 2.1492 36.7558 3.5135
H 3.1462 39.3619 3.6809
C 3.9597 51.5790 -1.6459
O 2.6878 51.9159 -2.0771
H 4.2567 50.6552 -2.1424
H 4.7054 52.3456 -1.8567
H 4.0128 51.2408 -0.6110
H 2.6726 52.8712 -2.1698
C 3.9742 44.5786 0.1883
O 4.0482 43.8869 1.4458
H 4.2864 45.6186 0.2831
H 4.3958 44.0621 -0.6740
H 2.9082 44.6920 -0.0094
H 4.9013 44.0460 1.8562
*
```

=====

Least stable: version x